# 1
Molecular formula: C24H33N2O6PdSeSi
Method: DFT, ωB97M-V/def2-TZVPD

## Properties
Energy above the lowest of the compared OMol25 structures with the same formula, charge and spin = 12.5 kcal/mol
HOMO level = -5.3 eV
E = -4314.12515 hartree
Spin multiplicity = 1
Kohn-Sham gap = 0.29068 hartree
Lowest unoccupied orbital energy = 0.095 Ha
Total charge = -1

Positions of all 68 atoms, in Å:
Pd 0.00 1.16 0.25
C 1.99 0.79 0.01
Si 2.68 0.81 1.71
C 1.37 -0.11 2.69
N 0.03 0.33 2.20
C -0.56 1.39 3.08
C -1.64 0.86 4.02
C -1.26 -0.50 4.60
C -1.09 -1.52 3.47
C -0.89 -0.84 2.11
C 4.31 -0.13 1.97
C 5.48 0.49 2.39
C 6.67 -0.22 2.53
C 6.70 -1.58 2.26
C 5.54 -2.23 1.85
C 4.37 -1.51 1.70
C 2.97 2.53 2.42
C 2.96 2.76 3.80
C 3.23 4.01 4.33
C 3.53 5.07 3.48
C 3.54 4.86 2.10
C 3.26 3.61 1.58
H 2.04 -0.22 -0.43
H 2.45 1.48 -0.70
H 1.42 -0.04 3.78
H 1.49 -1.17 2.44
H -0.99 2.17 2.45
H 0.26 1.84 3.64
H -2.58 0.78 3.48
H -1.79 1.60 4.82
H -2.01 -0.84 5.31
H -0.33 -0.40 5.16
H -1.98 -2.15 3.38
H -0.25 -2.19 3.69
H -1.83 -0.47 1.70
H -0.49 -1.52 1.37
H 5.47 1.55 2.61
H 7.57 0.29 2.85
H 7.62 -2.14 2.38
H 5.56 -3.29 1.63
H 3.48 -2.02 1.36
H 2.73 1.94 4.48
H 3.21 4.16 5.40
H 3.74 6.05 3.88
H 3.76 5.69 1.44
H 3.23 3.47 0.51
O -1.51 3.77 1.06
C -0.70 4.15 0.08
O 0.50 4.21 0.22
C -1.41 4.43 -1.24
N -2.82 4.03 -1.14
C -3.67 5.14 -1.56
C -2.83 6.37 -1.19
C -1.42 5.92 -1.61
H -0.86 3.83 -1.97
H -2.39 3.65 0.61
H -3.00 3.15 -1.62
H -4.63 5.12 -1.04
H -3.87 5.13 -2.64
H -2.87 6.54 -0.12
H -3.16 7.27 -1.70
H -0.62 6.47 -1.12
H -1.30 6.04 -2.69
O -1.69 -0.72 -1.64
Se -2.06 0.83 -1.39
O -3.34 1.37 -2.23
O -2.20 1.17 0.24
O -0.71 1.84 -1.63

=====

# 2
Molecular formula: C3H3NO
Method: DFT, ωB97M-V/def2-TZVPD

## Properties
Energy above the lowest of the compared OMol25 structures with the same formula, charge and spin = 98.4 kcal/mol
HOMO level (spin up / spin down) = -9.8 / -9.8 eV
E = -245.93481 hartree
Spin multiplicity = 1
Kohn-Sham gap (spin up / spin down) = 0.28417 / 0.28404 hartree
Lowest unoccupied orbital energy (spin up / spin down) = -0.078 / -0.078 Ha

Positions of all 8 atoms, in Å:
O -1.73 1.01 -1.26
C 1.22 -0.77 -0.10
C 0.29 -0.36 0.88
N -0.67 0.48 0.75
C -0.74 0.93 -0.58
H 0.98 -1.73 -0.57
H 0.51 -0.79 1.87
H 0.27 1.21 -0.99

=====

# 3
Molecular formula: C6H13N2
Method: DFT, ωB97M-V/def2-TZVPD

## Properties
Energy above the lowest of the compared OMol25 structures with the same formula, charge and spin = 166.9 kcal/mol
HOMO level (spin up / spin down) = -13.1 / -12.7 eV
E = -345.43001 hartree
Spin multiplicity = 1
Kohn-Sham gap (spin up / spin down) = 0.30755 / 0.21964 hartree
Lowest unoccupied orbital energy (spin up / spin down) = -0.174 / -0.246 Ha
Total charge = +1

Positions of all 21 atoms, in Å:
C 0.43 1.40 0.41
C -0.45 -0.76 0.95
C 0.02 -1.00 -0.51
C 1.40 -0.59 -0.86
C -0.71 1.08 2.49
C -0.89 0.09 -2.53
N -0.23 0.69 1.22
N -0.95 -0.71 -1.38
H 0.72 2.39 0.76
H -1.48 -0.95 1.07
H 0.18 -1.35 1.73
H 0.10 -2.07 -0.44
H 1.64 -1.16 -1.76
H 2.17 -0.68 0.01
H 1.44 0.46 -1.18
H -0.17 2.03 2.83
H -1.87 1.40 2.44
H -0.72 0.52 3.34
H -1.51 -0.30 -3.34
H 0.16 0.45 -2.77
H -1.52 0.90 -2.26

=====

# 4
Molecular formula: C4H4OS3
Method: DFT, ωB97M-V/def2-TZVPD

## Properties
Energy above the lowest of the compared OMol25 structures with the same formula, charge and spin = 31.3 kcal/mol
HOMO level = -8.7 eV
E = -1424.55426 hartree
Spin multiplicity = 1
Kohn-Sham gap = 0.29720 hartree
Lowest unoccupied orbital energy = -0.024 Ha

Positions of all 12 atoms, in Å:
C 1.82 -0.52 -0.15
C 1.97 1.02 -0.15
C 0.69 1.66 0.60
C -0.98 -0.10 0.02
H 2.94 1.25 0.64
H 2.26 1.24 -1.23
H 0.63 1.08 1.56
H 0.73 2.88 0.95
O 2.73 -1.28 -0.50
S -0.82 1.49 -0.29
S -2.52 -0.74 -0.14
S 0.25 -1.29 0.44

=====

# 5
Molecular formula: C9H30BCl2N2O10P5
Method: DFT, ωB97M-V/def2-TZVPD

## Properties
HOMO level = -7.9 eV
E = -3874.81591 hartree
Spin multiplicity = 1
SMILES string = C/C(Cl)=C(/Cl)[PH]([PH2]=N)([PH2]=O)B(N)O.COP(=O)(OC)OC.COP(=O)(OC)OC
Kohn-Sham gap = 0.26263 hartree
Lowest unoccupied orbital energy = -0.028 Ha

Positions of all 59 atoms, in Å:
C -3.11 -1.81 3.27
C -3.20 -1.72 1.77
Cl -4.80 -1.78 1.12
C -2.13 -1.61 0.99
Cl -2.30 -1.49 -0.73
P -0.37 -1.60 1.62
P -0.09 -3.75 0.86
N 1.45 -4.10 1.01
P -0.48 0.62 2.18
O 0.89 1.18 2.22
B 0.26 -2.18 3.42
N 0.24 -3.59 3.70
O 0.64 -1.25 4.35
H -2.56 -0.94 3.63
H -4.10 -1.81 3.72
H -2.58 -2.70 3.58
H 0.64 -1.22 0.71
H -0.93 -4.63 1.57
H -0.50 -3.82 -0.49
H 1.83 -4.29 0.09
H -1.14 0.84 3.42
H -1.26 1.26 1.19
H -0.14 -3.79 4.62
H 1.16 -4.02 3.58
H 0.05 -1.32 5.12
C 3.39 1.89 0.57
O 4.74 2.31 0.86
P 5.90 1.45 0.15
O 5.43 1.08 -1.19
O 5.86 0.21 1.21
C 5.47 0.36 2.57
O 7.52 1.42 0.01
C 8.32 2.23 0.90
H 2.75 2.33 1.32
H 3.09 2.24 -0.41
H 3.30 0.80 0.62
H 4.44 0.02 2.70
H 5.55 1.39 2.91
H 6.13 -0.26 3.18
H 8.14 1.94 1.94
H 8.10 3.29 0.77
H 9.36 2.05 0.66
C -2.45 0.77 -5.73
O -3.87 0.88 -5.51
P -4.37 2.29 -4.91
O -3.54 3.34 -5.50
O -3.97 1.96 -3.36
C -3.97 0.63 -2.83
O -5.74 3.07 -4.50
C -6.97 2.33 -4.41
H -2.24 -0.29 -5.85
H -2.17 1.30 -6.64
H -1.90 1.17 -4.88
H -2.95 0.26 -2.79
H -4.58 -0.05 -3.43
H -4.38 0.66 -1.82
H -6.89 1.54 -3.66
H -7.24 1.89 -5.37
H -7.75 3.02 -4.11

=====

# 6
Molecular formula: C27H50CeOP2
Method: DFT, ωB97M-V/def2-TZVPD

## Properties
Energy above the lowest of the compared OMol25 structures with the same formula, charge and spin = 186.8 kcal/mol
HOMO level (spin up / spin down) = -9.5 / -9.5 eV
E = -2291.31277 hartree
Spin multiplicity = 2
Kohn-Sham gap (spin up / spin down) = 0.17054 / 0.18350 hartree
Lowest unoccupied orbital energy (spin up / spin down) = -0.179 / -0.166 Ha
Total charge = +1

Positions of all 81 atoms, in Å:
Ce 0.07 -0.14 -0.07
C -0.83 -0.62 2.10
C -1.42 0.64 1.65
C -2.06 -1.04 0.09
C -1.21 -1.68 1.11
C -2.21 0.38 0.43
C -0.09 -0.85 3.36
H 0.43 0.05 3.67
H 0.63 -1.67 3.26
H -0.82 -1.12 4.13
C -0.81 -3.10 1.13
H 0.02 -3.27 1.83
H -0.48 -3.42 0.14
H -1.67 -3.68 1.44
C -2.73 -1.75 -1.02
H -3.61 -2.23 -0.60
H -2.06 -2.50 -1.45
H -3.03 -1.06 -1.81
C -3.09 1.35 -0.27
H -4.09 1.29 0.18
H -3.18 1.11 -1.34
H -2.73 2.37 -0.17
C -1.44 1.90 2.43
H -2.37 1.91 3.01
H -1.44 2.78 1.78
H -0.60 1.95 3.12
C 2.31 -0.08 -0.12
C 1.92 0.51 1.14
C 1.97 1.95 1.42
C 1.41 2.82 0.27
C 0.26 2.19 -0.45
C 0.41 1.45 -1.69
C 1.74 1.14 -2.29
C 2.80 0.64 -1.29
H 3.03 2.21 1.62
H 2.20 3.05 -0.45
H 1.42 2.16 2.35
H 3.42 1.47 -0.93
H 2.42 -1.19 -0.10
H 1.88 -0.17 2.00
H 3.49 -0.04 -1.82
H 1.59 0.38 -3.08
H -0.49 1.33 -2.32
H 2.09 2.06 -2.79
H 1.06 3.77 0.68
H -0.74 2.59 -0.26
P 3.62 3.10 -5.68
P 1.67 3.91 -8.05
C 4.33 4.12 -7.08
C 3.51 4.02 -8.37
H 5.35 3.75 -7.25
H 4.40 5.17 -6.74
H 3.67 4.91 -8.99
H 3.82 3.14 -8.96
C 1.08 3.57 -9.76
H -0.01 3.66 -9.80
H 1.34 2.54 -10.05
H 1.52 4.26 -10.50
C 1.30 5.72 -7.97
H 1.70 6.26 -8.84
H 1.72 6.15 -7.05
H 0.21 5.87 -7.94
C 4.99 1.86 -5.53
H 4.82 1.24 -4.64
H 5.97 2.34 -5.45
H 4.98 1.19 -6.41
C 4.06 4.18 -4.25
H 3.41 5.07 -4.25
H 5.11 4.50 -4.28
H 3.87 3.64 -3.32
C 2.82 -3.80 0.44
C 2.59 -2.72 1.51
C 2.66 -3.34 2.92
O 1.43 -2.07 1.25
H 2.83 -3.37 -0.55
H 2.00 -4.53 0.50
H 3.76 -4.32 0.61
H 3.48 -2.02 1.48
H 3.61 -3.86 3.06
H 2.60 -2.56 3.68
H 1.84 -4.05 3.04

=====

# 7
Molecular formula: C7H7FNP
Method: DFT, ωB97M-V/def2-TZVPD

## Properties
Energy above the lowest of the compared OMol25 structures with the same formula, charge and spin = 0.0 kcal/mol
HOMO level = -8.2 eV
E = -766.80053 hartree
Spin multiplicity = 1
SMILES string = C=Nc1c(F)cccc1P
Kohn-Sham gap = 0.31810 hartree
Lowest unoccupied orbital energy = 0.015 Ha

Positions of all 17 atoms, in Å:
C 0.91 -2.15 0.35
C 2.08 -1.40 0.34
C -0.44 -1.63 0.26
C 0.71 0.63 0.09
C 1.89 0.00 0.28
C -0.69 -0.32 0.16
C 0.71 3.00 0.35
N 0.53 1.95 -0.30
F 2.97 0.81 0.45
P -2.22 0.48 0.77
H 0.96 -3.20 0.36
H 3.13 -1.81 0.26
H -1.29 -2.30 0.54
H 0.63 3.94 -0.04
H 1.03 2.94 1.34
H -2.98 -0.70 0.65
H -2.82 1.10 -0.46

=====

# 8
Molecular formula: C2H2N3O
Method: DFT, ωB97M-V/def2-TZVPD

## Properties
Energy above the lowest of the compared OMol25 structures with the same formula, charge and spin = 118.2 kcal/mol
HOMO level (spin up / spin down) = -15.1 / -13.5 eV
E = -316.40163 hartree
Spin multiplicity = 1
Kohn-Sham gap (spin up / spin down) = 0.33908 / 0.18947 hartree
Lowest unoccupied orbital energy (spin up / spin down) = -0.217 / -0.307 Ha
Total charge = +1

Positions of all 8 atoms, in Å:
C -0.29 -1.58 1.02
C -2.38 -0.51 0.05
N 0.35 -2.37 0.12
N 0.98 -3.15 -0.35
N -1.29 -0.83 0.46
O -3.14 0.14 -0.64
H 0.02 -1.67 2.04
H -3.58 1.46 -1.73

=====

# 9
Molecular formula: C2H26O11
Method: DFT, ωB97M-V/def2-TZVPD

## Properties
Energy above the lowest of the compared OMol25 structures with the same formula, charge and spin = 37.6 kcal/mol
HOMO level = -10.2 eV
E = -919.39618 hartree
Spin multiplicity = 1
SMILES string = CCO.O.O.O.O.O.O.O.O.O.O
Kohn-Sham gap = 0.33962 hartree
Lowest unoccupied orbital energy = -0.034 Ha

Positions of all 39 atoms, in Å:
O 2.44 2.75 -9.32
H 2.27 1.85 -9.04
H 2.60 3.23 -8.50
O 5.13 7.19 -10.08
H 4.26 6.86 -10.33
H 5.68 6.38 -10.05
O 3.36 4.30 -11.82
H 3.66 3.71 -11.12
H 2.95 5.05 -11.37
O 6.71 4.87 -9.90
H 6.24 4.01 -9.90
H 7.61 4.66 -10.15
O 2.32 6.16 -9.89
H 1.82 5.37 -9.67
H 2.27 6.72 -9.10
O 5.63 2.23 -10.19
H 4.93 1.91 -9.62
H 6.26 1.51 -10.25
O 4.52 0.97 -13.00
H 4.21 0.59 -12.17
H 5.02 1.76 -12.75
O 6.35 3.92 -13.89
H 7.29 4.06 -13.74
H 5.95 3.96 -13.01
O 1.94 8.53 -11.69
H 1.00 8.32 -11.68
H 2.34 7.87 -11.10
O 2.88 3.95 -14.64
H 3.21 3.04 -14.69
H 2.66 4.07 -13.70
C 0.83 1.29 -12.48
C 0.15 0.29 -11.57
O -1.20 0.00 -11.93
H 1.51 1.88 -11.86
H 0.13 2.04 -12.86
H 1.36 0.79 -13.28
H 0.17 0.64 -10.53
H 0.64 -0.69 -11.59
H -1.83 0.54 -11.45

=====

# 10
Molecular formula: C3H7OS
Method: DFT, ωB97M-V/def2-TZVPD

## Properties
Energy above the lowest of the compared OMol25 structures with the same formula, charge and spin = 17.1 kcal/mol
HOMO level = -2.4 eV
E = -591.94097 hartree
Spin multiplicity = 1
Kohn-Sham gap = 0.23481 hartree
Lowest unoccupied orbital energy = 0.145 Ha
Total charge = -1

Positions of all 12 atoms, in Å:
C -0.14 2.43 -0.04
S -0.65 1.64 1.52
H -0.96 2.60 -0.77
H 0.55 1.79 -0.60
H 0.26 3.43 0.11
O 0.60 -2.50 -1.61
C 0.18 -1.64 -0.86
C 0.11 -1.79 0.62
H -0.15 -0.69 -1.30
H -0.91 -2.04 0.92
H 0.85 -2.47 1.01
H 0.26 -0.77 1.00

=====

# 11
Molecular formula: C24H35N5OsS3
Method: DFT, ωB97M-V/def2-TZVPD

## Properties
Energy above the lowest of the compared OMol25 structures with the same formula, charge and spin = 0.0 kcal/mol
HOMO level (spin up / spin down) = -12.6 / -13.6 eV
E = -2494.03035 hartree
Spin multiplicity = 5
Kohn-Sham gap (spin up / spin down) = 0.28324 / 0.20587 hartree
Lowest unoccupied orbital energy (spin up / spin down) = -0.180 / -0.292 Ha
Total charge = +2

Positions of all 68 atoms, in Å:
Os 0.45 0.40 -0.66
C -2.01 1.65 -1.84
N -1.07 2.00 -0.74
C -1.81 2.04 0.55
C -0.85 2.25 1.72
N 0.05 1.09 1.84
C -0.59 0.00 2.59
C 1.34 1.36 2.38
C 1.57 2.35 3.32
C 2.83 2.50 3.89
C 3.87 1.65 3.53
C 3.66 0.66 2.59
C 2.41 0.53 1.98
S 2.25 -0.56 0.66
C -0.51 3.33 -1.04
C -1.32 4.45 -1.12
C -0.77 5.69 -1.42
C 0.59 5.81 -1.65
C 1.41 4.70 -1.57
C 0.86 3.45 -1.27
S 1.91 2.05 -1.15
H -2.79 2.41 -1.93
H -2.47 0.69 -1.64
H -1.45 1.60 -2.78
H -2.35 1.10 0.65
H -2.56 2.84 0.53
H -1.43 2.40 2.64
H -0.26 3.15 1.54
H -0.72 0.28 3.64
H 0.02 -0.90 2.54
H -1.57 -0.23 2.16
H 0.77 2.99 3.65
H 2.99 3.27 4.62
H 4.85 1.76 3.99
H 4.47 0.00 2.29
H -2.39 4.38 -0.96
H -1.41 6.56 -1.48
H 1.02 6.77 -1.88
H 2.47 4.78 -1.75
C 1.89 -4.49 -0.61
N 1.50 -3.19 -1.13
C 2.05 -2.46 -2.09
S 1.29 -0.98 -2.64
N 3.17 -2.77 -2.71
C 4.12 -3.84 -2.47
H 1.00 -4.96 -0.21
H 2.63 -4.39 0.19
H 2.28 -5.12 -1.40
H 0.68 -2.77 -0.72
H 3.42 -2.11 -3.44
H 4.25 -4.01 -1.40
H 5.08 -3.52 -2.87
H 3.82 -4.76 -2.96
C -4.01 -2.24 0.88
C -3.10 -2.68 -0.27
C -3.81 -2.57 -1.62
C -2.57 -4.10 -0.04
C -1.94 -1.77 -0.30
N -1.04 -1.05 -0.33
H -4.86 -2.91 0.92
H -4.38 -1.23 0.73
H -3.50 -2.29 1.84
H -4.64 -3.28 -1.63
H -3.15 -2.82 -2.45
H -4.22 -1.58 -1.78
H -3.42 -4.78 0.03
H -2.00 -4.17 0.89
H -1.95 -4.43 -0.87

=====

# 12
Molecular formula: C22H39F3N2O10S2
Method: DFT, ωB97M-V/def2-TZVPD

## Properties
HOMO level = -9.0 eV
E = -2819.53038 hartree
Spin multiplicity = 1
Kohn-Sham gap = 0.33476 hartree
Lowest unoccupied orbital energy = 0.005 Ha

Positions of all 78 atoms, in Å:
O 8.82 -0.44 2.29
S 8.05 -0.34 1.09
O 6.75 0.59 1.37
C 7.06 1.98 1.16
C 6.63 2.49 -0.23
C 5.32 1.87 -0.73
C 4.09 2.52 -0.05
C 2.86 1.65 -0.35
C 1.59 2.11 0.36
C 1.41 1.60 1.80
S 1.79 -0.15 2.08
C 1.19 -1.01 0.69
N 1.98 -1.55 -0.15
N 1.22 -2.18 -1.12
C 0.01 -1.98 -0.77
O -0.11 -1.26 0.34
O 7.26 -1.85 1.03
C 6.41 -2.01 -0.05
F 6.43 -3.28 -0.43
F 5.18 -1.67 0.29
F 6.78 -1.27 -1.11
H 6.52 2.54 1.92
H 8.12 2.18 1.33
H 6.52 3.57 -0.14
H 7.45 2.31 -0.92
H 5.32 0.80 -0.60
H 5.30 2.04 -1.81
H 4.33 2.57 1.01
H 3.97 3.50 -0.50
H 2.67 1.73 -1.43
H 3.13 0.61 -0.18
H 0.70 1.92 -0.23
H 1.66 3.20 0.44
H 2.08 2.16 2.46
H 0.41 1.86 2.14
H -0.77 -2.40 -1.38
O -2.36 -1.90 -3.07
C -2.73 -2.96 -3.51
O -2.18 -4.08 -3.02
C -2.66 -5.40 -3.31
C -2.07 -5.93 -4.60
C -3.71 -3.06 -4.65
H -3.75 -5.42 -3.31
H -2.34 -6.02 -2.48
H -2.35 -5.32 -5.46
H -2.40 -6.95 -4.77
H -0.98 -5.92 -4.54
H -3.17 -2.94 -5.59
H -4.43 -2.25 -4.54
H -4.28 -3.98 -4.66
O -0.37 3.42 4.03
C -1.37 3.82 3.50
O -1.26 4.72 2.50
C -2.36 5.12 1.67
C -3.15 6.25 2.31
C -2.74 3.41 3.98
H -2.99 4.27 1.41
H -1.91 5.47 0.74
H -3.60 5.94 3.25
H -3.95 6.58 1.64
H -2.50 7.09 2.52
H -3.03 4.04 4.81
H -2.69 2.38 4.31
H -3.51 3.46 3.21
O -5.66 -3.68 -1.61
C -5.32 -2.95 -0.72
O -5.63 -3.27 0.55
C -5.12 -2.58 1.69
C -5.94 -1.36 2.02
C -4.61 -1.65 -1.00
H -4.06 -2.35 1.56
H -5.17 -3.29 2.51
H -5.92 -0.63 1.21
H -5.57 -0.88 2.93
H -6.98 -1.63 2.17
H -5.35 -0.88 -1.24
H -3.97 -1.81 -1.87
H -3.98 -1.29 -0.19